{
  "formula": "C2H2I2NO",
  "method": "ωB97M-V with the def2-TZVPD basis set",
  "elements": ["C", "C", "N", "O", "I", "I", "H", "H"],
  "positions_angstrom": [[-0.662, 0.436, -0.018], [0.050, -0.809, 0.383], [-0.692, 0.138, 1.211], [-0.977, 0.378, 2.361], [3.698, -0.956, 0.302], [-0.866, -2.789, -0.012], [-0.977, 1.121, -0.779], [1.200, -0.851, 0.392]],
  "gap_ev": 6.59,
  "total_charge": -1,
  "de_lowest_kj_mol": 59.4,
  "lumo_energy_ev": 2.69,
  "homo_energy_ev": -3.9,
  "multiplicity": 1
}